[1]
{"formula": "C5H5I2NO2", "method": "ωB97M-V/def2-TZVPD", "species": ["C", "C", "C", "C", "C", "N", "O", "O", "I", "I", "H", "H", "H", "H", "H"], "positions_angstrom": [[-0.0340, 0.5861, 1.7409], [-0.4942, -0.6057, 1.3953], [0.7693, 1.3447, -0.5349], [-0.2378, 0.3295, -1.2449], [-0.0920, -1.0992, -0.8667], [0.6285, 1.4538, 0.7862], [1.3922, 2.1203, -1.2088], [-1.0973, -1.9795, -1.1950], [-1.6237, -2.0704, 2.3020], [1.8545, -1.9384, -0.8211], [0.0415, 1.2494, 2.6721], [-1.2237, 0.8901, -0.9964], [-0.2487, 0.2719, -2.3484], [1.0719, 2.2677, 1.1975], [-0.7066, -2.8203, -0.8778]], "forces_ev_per_angstrom": [[0.699, 1.694, 0.231], [0.640, -0.415, -2.286], [-1.629, -1.147, -2.318], [-0.759, 1.096, -0.045], [-2.025, 0.409, 3.951], [-0.042, -0.530, 1.524], [0.817, 0.526, -0.277], [2.134, 0.640, 0.502], [0.318, 0.435, 0.024], [-0.328, 0.241, -0.124], [-0.883, -1.914, -0.642], [1.082, -1.776, -0.094], [0.786, 0.977, 0.180], [0.081, -0.238, -0.291], [-0.890, 0.002, -0.338]], "relative_energy_kj_mol": 235.9, "energy_ha": -994.022444, "gap_ev": [8.066, 8.062]}



[2]
{"formula": "C5H5IO4Tb", "method": "ωB97M-V/def2-TZVPD", "species": ["O", "C", "I", "C", "C", "C", "O", "C", "O", "O", "H", "H", "H", "H", "H", "Tb"], "positions_angstrom": [[-2.3669, -1.6379, 1.7892], [-1.3490, -1.0892, 1.8224], [0.1338, -2.3087, 2.9206], [-1.0578, 0.2992, 1.3322], [0.1063, 0.5339, 0.3651], [-0.3500, 1.0973, -0.9589], [0.8909, 0.9129, -1.7288], [1.4099, -0.1959, -1.2643], [2.4317, -0.6920, -1.7677], [0.7895, -0.6810, -0.2186], [-1.9755, 0.6688, 0.8939], [-0.8751, 0.8837, 2.2299], [0.9298, 1.0841, 0.7964], [-0.7903, 2.0793, -0.9924], [-1.0271, 0.3655, -1.3852], [3.0999, -1.3201, -3.8339]], "forces_ev_per_angstrom": [[-0.258, -0.787, 0.191], [-0.526, 0.956, -0.694], [0.328, -0.373, 0.441], [0.896, -0.203, 0.132], [-0.401, -0.284, -0.592], [0.088, -0.683, 0.183], [-0.077, -0.029, 0.009], [0.060, 0.645, 0.129], [-0.485, -0.494, -0.646], [0.362, 0.133, 0.612], [-0.387, -0.097, -0.075], [0.045, 0.205, 0.236], [0.030, 0.334, 0.310], [0.499, 0.544, -0.151], [-0.546, 0.118, -0.126], [0.371, 0.017, 0.042]], "multiplicity": 7, "charge": 3, "relative_energy_kj_mol": 0.0, "energy_ha": -1615.448567, "gap_ev": [6.807, 9.111]}



[3]
{"formula": "C5H5InO5", "method": "ωB97M-V/def2-TZVPD", "species": ["O", "C", "O", "O", "C", "C", "O", "C", "C", "O", "In", "H", "H", "H", "H", "H"], "positions_angstrom": [[1.8379, 0.1035, 0.3296], [2.7372, -0.3519, -0.2653], [3.7003, -0.6808, -0.8034], [-0.2381, 1.8634, 1.9037], [-0.9937, 2.5821, 1.1701], [-1.4894, 2.3133, -0.0495], [-1.1046, 1.0528, -0.5687], [-2.1618, 0.1279, -0.8814], [-1.5331, -1.2618, -0.8774], [-0.8022, -1.4941, 0.2846], [-0.0849, 0.1098, 0.9522], [-2.0511, 2.9745, -0.7060], [-2.6006, 0.3844, -1.8572], [-2.9426, 0.2095, -0.1079], [-0.8770, -1.3400, -1.7692], [-2.3523, -1.9934, -1.0124]], "forces_ev_per_angstrom": [[1.281, 0.072, -0.258], [2.915, -0.230, -1.110], [-1.699, 0.131, 0.656], [0.545, -0.234, 1.020], [-0.799, 0.213, -1.613], [-0.177, 1.482, 0.769], [-0.156, 0.580, -1.148], [-1.120, -0.455, -0.378], [-0.627, 0.176, -1.609], [-0.332, -2.223, 0.257], [-0.690, 0.731, 2.358], [0.180, -0.326, 0.281], [0.227, -0.090, 0.304], [0.230, 0.044, -0.139], [-0.211, -0.064, 0.324], [0.433, 0.191, 0.286]], "multiplicity": 2, "charge": 1, "relative_energy_kj_mol": 0.0, "energy_ha": -759.467415, "gap_ev": [8.130, 7.449]}



[4]
{"formula": "C5H5N", "method": "ωB97M-V/def2-TZVPD", "species": ["C", "C", "C", "C", "C", "N", "H", "H", "H", "H", "H"], "positions_angstrom": [[-0.0609, -1.2140, -1.0449], [0.2216, -0.3880, 0.1889], [-0.3936, 0.7459, 0.4373], [-0.8448, 1.9607, 0.5346], [1.2819, -0.7814, 1.0822], [2.1690, -1.0622, 1.7725], [-0.6666, -0.6291, -1.7416], [0.8766, -1.4854, -1.5394], [-0.5978, -2.1338, -0.7959], [-0.2422, 2.7203, 0.0459], [-1.7432, 2.2669, 1.0604]], "forces_ev_per_angstrom": [[-0.024, -0.069, -0.067], [-0.084, 0.236, 0.009], [0.141, 0.121, -0.105], [0.110, -0.130, -0.032], [0.728, -0.260, 0.626], [-0.875, 0.175, -0.661], [0.067, -0.130, 0.128], [-0.124, 0.018, 0.089], [0.099, 0.084, -0.015], [-0.156, 0.148, 0.058], [0.117, -0.192, -0.029]], "relative_energy_kj_mol": 183.4, "energy_ha": -248.205172, "gap_ev": 10.678}



[5]
{"formula": "C5H5N", "method": "ωB97M-V/def2-TZVPD", "species": ["C", "C", "C", "C", "C", "N", "H", "H", "H", "H", "H"], "positions_angstrom": [[1.9446, 1.4010, -1.2866], [2.2146, 0.8345, -2.3264], [1.9309, 2.1441, -0.1352], [-0.8574, -0.7496, -0.0405], [0.3773, -1.2235, 0.1848], [1.7557, 2.9006, 0.6930], [-1.6750, -1.4061, -0.2955], [-1.1673, 0.2986, -0.2862], [2.6178, 0.6972, -3.3022], [1.0710, -0.5177, 0.4343], [0.4971, -2.2684, 0.2091]], "forces_ev_per_angstrom": [[1.118, -1.242, -1.762], [-0.086, 1.535, 1.282], [-0.705, -0.789, -1.301], [-0.083, 0.369, -1.371], [-3.727, 0.548, -0.320], [0.017, 1.187, 1.819], [-0.067, -0.453, 0.166], [0.862, -0.713, 0.913], [-0.303, -0.613, -0.113], [2.357, 1.166, 0.452], [0.617, -0.995, 0.235]], "relative_energy_kj_mol": 384.5, "energy_ha": -248.128588, "gap_ev": 10.325}



[6]
{"formula": "C5H5N", "method": "ωB97M-V/def2-TZVPD", "species": ["C", "C", "C", "C", "C", "H", "H", "H", "H", "H", "N"], "positions_angstrom": [[-0.1019, 0.3015, 0.3963], [1.0563, -0.6130, 0.2360], [2.0753, -1.1614, -0.2392], [-1.3768, -0.2553, 0.0276], [-2.3252, -0.9746, -0.2603], [-0.3125, 2.3260, -0.1659], [1.2321, 1.7511, -0.2205], [-0.0965, 0.4843, 1.5428], [2.9008, -1.8428, -0.5740], [-3.2614, -1.4896, -0.3240], [0.2097, 1.4737, -0.4189]], "forces_ev_per_angstrom": [[1.420, 0.785, 2.157], [3.380, -2.027, -2.674], [-2.539, 0.503, 1.511], [-2.333, -2.708, -0.798], [1.450, 1.774, 0.984], [-0.098, -0.855, 0.025], [-2.063, -0.715, -0.523], [-0.398, 0.079, -1.517], [-1.305, 1.295, 0.626], [0.263, 0.060, -0.248], [2.223, 1.809, 0.457]], "relative_energy_kj_mol": 445.4, "energy_ha": -248.105409, "gap_ev": 10.708}



[7]
{"formula": "C5H5N", "method": "ωB97M-V/def2-TZVPD", "species": ["C", "C", "C", "C", "C", "N", "H", "H", "H", "H", "H"], "positions_angstrom": [[-2.0110, -0.1989, -0.3144], [2.0393, -1.0785, -0.0710], [-0.7757, 1.7711, 0.4534], [0.7075, -0.9347, -0.2706], [-0.9177, 0.5265, 0.0668], [-2.7099, -0.9532, -0.8191], [2.5152, -0.1633, 0.3804], [2.5315, -1.9963, -0.0156], [0.1099, 2.3440, 0.5102], [-1.5586, 2.4107, 0.8266], [0.0695, -1.7274, -0.7466]], "forces_ev_per_angstrom": [[-0.378, -0.824, -0.193], [-3.114, 4.304, 1.475], [-0.396, 0.349, 0.457], [-1.220, -0.286, -0.728], [4.484, -0.750, -0.125], [-0.974, -0.556, -0.228], [0.002, -1.187, -0.537], [0.654, -1.375, -0.539], [1.424, -0.257, 0.049], [-0.942, -0.260, -0.372], [0.461, 0.842, 0.741]], "relative_energy_kj_mol": 490.7, "energy_ha": -248.088139, "gap_ev": 9.935}



[8]
{"formula": "C5H5N", "method": "ωB97M-V/def2-TZVPD", "species": ["C", "C", "C", "C", "C", "N", "H", "H", "H", "H", "H"], "positions_angstrom": [[0.3414, 1.5180, -0.0206], [-0.3631, 0.3281, 0.5269], [1.0759, 0.4730, 0.1699], [2.4182, -1.4758, -0.2891], [-1.1048, -0.6354, -0.2953], [2.0041, -0.4021, -0.0551], [0.1509, 2.5301, -0.4300], [-0.6765, 0.3137, 1.6850], [-0.7323, -0.5172, -1.2355], [-2.1810, -0.4884, -0.3077], [-0.9329, -1.6440, 0.2516]], "forces_ev_per_angstrom": [[-0.150, 1.502, -0.627], [-0.397, 0.563, 3.779], [-2.495, 1.678, 0.638], [0.467, 0.086, 0.006], [-1.422, -1.790, 3.347], [2.124, -1.927, -0.531], [0.478, -0.967, 0.311], [0.839, 0.134, -2.423], [0.915, -0.625, -2.920], [-0.168, 0.149, 0.026], [-0.192, 1.196, -1.606]], "relative_energy_kj_mol": 444.1, "energy_ha": -248.105894, "gap_ev": 10.078}



[9]
{"formula": "C5H5N", "method": "ωB97M-V/def2-TZVPD", "species": ["C", "C", "C", "N", "C", "C", "H", "H", "H", "H", "H"], "positions_angstrom": [[-0.4406, 0.8888, 0.1786], [-1.3220, -0.0891, -0.4735], [-0.9145, -1.4173, -0.2881], [0.2817, -1.7626, 0.0210], [1.2897, -0.7825, -0.1302], [0.9919, 0.5150, 0.0750], [-0.7023, 1.9490, 0.2374], [-2.3250, 0.2154, -0.7176], [-0.9334, 0.3603, 1.0457], [2.3077, -1.1378, -0.1989], [1.7667, 1.2608, 0.2507]], "forces_ev_per_angstrom": [[-0.300, -0.488, 1.105], [-0.838, -0.482, -1.397], [1.004, 0.710, -0.171], [-0.431, 0.171, -0.437], [-0.065, 0.087, 0.526], [-0.011, -0.236, -0.027], [-0.053, -0.418, -0.385], [-0.145, -0.209, -0.391], [1.051, 1.178, 1.507], [-0.020, -0.086, -0.070], [-0.192, -0.226, -0.259]], "relative_energy_kj_mol": 462.9, "energy_ha": -248.098718, "gap_ev": [7.395, 7.794]}



[10]
{"formula": "C5H5N2O4", "method": "ωB97M-V/def2-TZVPD", "species": ["C", "C", "C", "C", "C", "N", "N", "O", "O", "O", "O", "H", "H", "H", "H", "H"], "positions_angstrom": [[1.1994, 0.5392, -0.8328], [1.8519, 0.7669, 0.4503], [1.6403, 0.6331, -2.1230], [0.9560, -0.0883, -3.3010], [0.3632, -1.0713, 0.5750], [1.2882, -0.2088, 1.2638], [0.0622, -0.3737, -0.6617], [2.7612, 1.3561, -2.5045], [1.7657, -0.4153, -4.2149], [2.7962, 1.4940, 0.7239], [-0.2502, -0.2362, -3.2759], [0.8821, -2.0539, 0.3748], [-0.5118, -1.1615, 1.1254], [1.6178, -0.3505, 2.3029], [3.0578, 0.9373, -3.3724], [-0.1036, -0.9257, -1.5817]], "forces_ev_per_angstrom": [[-0.869, -1.270, -2.884], [0.835, -0.694, 0.012], [1.142, 1.011, 0.580], [2.485, 0.373, -0.997], [1.735, -0.765, -1.400], [1.220, 0.814, 3.023], [0.527, 0.375, -0.576], [-0.261, -0.995, -0.366], [0.023, 0.333, 0.466], [-0.701, -0.125, 0.298], [-2.012, -0.579, 0.165], [-0.641, 0.369, 0.299], [-1.638, -0.748, 1.205], [-0.949, 0.400, -3.197], [-0.994, 0.354, 1.136], [0.098, 1.145, 2.237]], "charge": -1, "relative_energy_kj_mol": 8.5, "energy_ha": -604.063618, "gap_ev": 7.405}